No. 1
6
Properties=species:S:1:pos:R:3 method="wB97M-V/def2-TZVPD" homo_ev=-6.872 spin_multiplicity=1 energy_ev=-2129.714 homo_lumo_gap_ev=6.12 de_lowest_ev=8.187
C -0.8375 -0.2529 0.1605
C 0.6087 -0.1530 -0.0654
H -1.3981 -0.3496 -0.7416
H -0.3451 0.8462 1.3164
H 1.5373 -0.7786 -0.0913
H 0.4346 0.6879 -0.5786

***

No. 2
89
Properties=species:S:1:pos:R:3 method="wB97M-V/def2-TZVPD" homo_ev=-3.763 spin_multiplicity=1 energy_ev=-78149.734 charge=-2 homo_lumo_gap_ev=7.76
O 13.7967 10.7746 11.8810
C 12.7222 11.6409 12.0040
O 12.6448 12.2991 13.0400
O 12.1003 11.8927 10.9653
H 13.7409 10.4859 10.9382
N 13.1962 6.1667 7.1548
S 14.5489 5.9544 6.2325
O 14.6242 4.7251 5.3939
O 15.7832 6.3929 6.8972
F 14.4278 7.0662 5.0993
S 11.9523 5.3825 7.4393
O 11.5549 5.7158 8.7628
O 11.7484 4.0334 6.9861
F 11.0224 6.0350 6.4774
C 16.7442 9.2699 7.9785
C 16.0370 9.7914 9.2255
C 16.2745 11.2469 9.6067
O 16.0242 12.1914 8.6031
C 16.0910 13.4936 9.0903
N 14.6674 9.4972 9.1847
H 16.3655 8.2945 7.7321
H 17.8241 9.2400 8.1836
H 16.5531 9.9566 7.1554
H 16.4218 9.1725 10.0421
H 17.2708 11.2797 9.9393
H 15.5919 11.4447 10.5018
H 17.1002 13.7847 9.3219
H 15.4226 13.6586 9.9543
H 15.7490 14.1574 8.2361
H 14.1415 10.2168 8.6895
H 14.5459 8.6828 8.6179
C 14.6176 10.3866 16.9905
C 13.7558 10.9217 15.8418
C 12.8307 11.9670 16.2696
O 13.4399 12.8632 17.2052
C 13.3961 14.2797 17.0621
N 14.7250 11.4414 14.8789
H 15.3219 9.7086 16.6247
H 14.1276 9.9416 17.8218
H 15.1896 11.2667 17.3833
H 13.1201 10.1247 15.4118
H 11.9433 11.5646 16.7478
H 12.4433 12.4889 15.4263
H 12.4293 14.7632 17.1570
H 13.8883 14.6367 16.1442
H 14.0377 14.6157 17.8799
H 14.9487 12.4277 15.1846
H 14.3791 11.4886 13.8835
C 12.7847 15.8582 12.2549
C 11.3625 15.4779 11.9075
C 10.4248 16.6156 11.8217
O 9.0763 16.1659 11.4028
C 8.3328 17.2155 10.7709
N 11.3552 14.6773 10.7153
H 13.3037 14.9107 12.4029
H 12.8465 16.4345 13.1455
H 13.1987 16.3263 11.3866
H 11.0142 14.8513 12.7872
H 10.8557 17.2995 11.1028
H 10.4453 17.0225 12.8669
H 8.2223 18.0163 11.4895
H 7.3490 16.8320 10.5249
H 8.7662 17.6914 9.8614
H 10.3737 14.5737 10.3959
H 11.5993 13.6876 11.0233
C 9.3875 11.9283 14.1700
C 8.1303 12.1118 13.3069
C 6.8234 11.5682 13.8899
O 7.8743 13.4565 12.9832
H 9.3544 12.5207 15.0805
H 10.2858 12.2036 13.6479
H 9.5225 10.8608 14.3761
H 8.4087 11.5758 12.3943
H 5.9437 11.8072 13.2772
H 6.8004 12.0868 14.8280
H 6.7418 10.4863 14.1116
H 8.5213 13.7478 12.3001
C 8.1184 12.6152 9.5869
C 9.5618 12.1459 9.3338
C 9.8532 10.6377 9.2943
O 10.0544 12.8673 8.2012
H 7.7097 12.0109 10.3562
H 7.4496 12.5124 8.7292
H 8.1803 13.6564 9.8950
H 10.1390 12.5344 10.2020
H 9.4644 10.2736 8.3182
H 9.5033 10.0449 10.1264
H 10.9625 10.5907 9.3200
H 11.0099 12.9488 8.2985